A structure of composition C20H46P4STi at a distorted geometry. Source: the Open Molecules 2025 dataset; level of theory: the ωB97M-V functional and the def2-TZVPD basis.

As for the net charge: +4. The value obtained for the electronic energy is -3401.04446 a.u. Its HOMO-LUMO gap is 4.993 eV.

Atoms and positions in Å:
Ti (-1.0784, 0.1827, -0.6457)
S (-3.3552, 0.9551, -1.6490)
P (-2.7257, -1.3833, 0.5193)
P (0.2049, -1.8613, -1.3993)
P (1.6832, 1.1918, -0.7920)
P (0.1744, -0.1169, 1.7086)
C (-4.5304, 1.9098, -2.5799)
C (2.1290, 2.9552, -0.3347)
C (1.7038, 1.1103, -2.6412)
C (-5.2153, 1.2286, -3.6166)
C (-1.1239, 2.7866, -1.0192)
C (-5.1843, 3.0863, -2.0623)
C (0.7887, -1.7469, 2.3556)
C (-6.4817, 1.6515, -4.0807)
C (-6.4330, 3.5001, -2.5562)
C (-2.4623, -2.7703, 1.6813)
C (-4.0011, -0.5126, 1.4769)
C (2.0192, -2.1635, -1.4534)
C (3.4513, 0.6978, -0.5114)
C (-1.3516, 2.4003, 0.3237)
C (-7.1067, 2.7701, -3.5440)
C (-0.9973, 0.3708, 3.0447)
C (-3.7907, -2.2194, -0.7154)
C (1.6329, 0.8401, 2.3453)
C (-0.2799, -3.5273, -0.8085)
C (-0.2480, -2.0053, -3.1602)
H (-4.8261, -1.8189, -0.6900)
H (-1.7914, -3.5202, 1.2622)
H (1.5049, 0.9711, 3.4298)
H (-3.7573, -0.5761, 2.5379)
H (-3.3624, -2.0903, -1.7061)
H (-3.4206, -3.2651, 1.8779)
H (-2.4139, 2.2482, 0.6173)
H (-2.0496, 0.6795, -2.2838)
H (2.5828, 0.3171, 2.1752)
H (-6.9516, 1.1118, -4.9123)
H (1.6626, 1.8259, 1.8805)
H (1.7456, 0.0880, -3.0295)
H (2.5822, 1.6676, -2.9727)
H (-0.6932, 2.6256, 1.1862)
H (-0.0043, -2.4997, 2.4273)
H (-4.9524, -1.0350, 1.2972)
H (0.7904, 1.5766, -3.0157)
H (-1.3409, -2.0798, -3.2224)
H (1.2920, 3.6063, -0.5413)
H (-1.6309, -0.4726, 3.3727)
H (0.0754, -1.1185, -3.7181)
H (-1.9833, 3.0772, -1.6043)
H (2.5319, -1.4538, -2.1120)
H (2.3738, 3.0919, 0.7291)
H (-4.0821, 0.5333, 1.1868)
H (0.2039, -2.9054, -3.6030)
H (-4.7523, 3.6223, -1.2150)
H (-0.2048, 3.2592, -1.3153)
H (-6.8980, 4.4144, -2.1852)
H (2.1789, -3.1825, -1.8313)
H (1.2110, -1.5787, 3.3610)
H (-0.1265, -3.5982, 0.2735)
H (3.6465, -0.3471, -0.7575)
H (0.3627, -4.2732, -1.2957)
H (-3.8348, -3.2890, -0.4724)
H (4.0510, 1.3528, -1.1636)
H (1.5865, -2.1439, 1.7198)
H (2.9915, 3.2483, -0.9576)
H (-1.3225, -3.7585, -1.0495)
H (-4.8155, 0.2867, -3.9688)
H (-0.4126, 0.7187, 3.9085)
H (2.4204, -2.1067, -0.4335)
H (3.7308, 0.8951, 0.5311)
H (-8.0862, 3.1068, -3.9195)
H (-2.0843, -2.4024, 2.6371)
H (-1.6359, 1.1930, 2.6918)